# 1
Formula: C48H66N10O3P3S2Sr
Source: OMol25
Level of theory: ωB97M-V with the def2-TZVPD basis set

- Spin multiplicity: 1
- Orbital gap: 6.1852 eV
- Net charge: -1
- ΔE to the lowest compared entry with this formula, charge and spin: 19.7 kcal per mole
- M: 1075.8 Da

Cartesian coordinates (Å):
Sr 0.243 0.542 -0.411
S 0.378 -2.040 -1.655
C 1.932 -1.895 -0.910
C 2.934 -2.882 -1.110
C 4.189 -2.717 -0.585
C 4.484 -1.571 0.164
C 3.462 -0.672 0.357
N 2.228 -0.816 -0.142
H 2.675 -3.749 -1.701
H 4.954 -3.466 -0.762
H 5.469 -1.383 0.569
H 3.629 0.235 0.931
C 3.966 0.126 -2.599
N 2.632 0.664 -2.604
C 2.130 1.034 -3.718
C 0.796 1.552 -3.830
C 0.158 2.066 -4.960
C -1.101 2.506 -4.516
C -1.131 2.233 -3.144
N 0.016 1.661 -2.723
C 4.857 0.800 -1.578
C 6.145 0.315 -1.360
C 6.973 0.890 -0.410
C 6.521 1.966 0.346
C 5.241 2.457 0.133
C 4.415 1.880 -0.824
H 4.446 0.186 -3.590
H 3.917 -0.937 -2.334
H 2.696 0.942 -4.658
H 0.569 2.117 -5.959
H -1.885 2.964 -5.101
H -1.953 2.390 -2.458
H 6.495 -0.535 -1.937
H 7.971 0.497 -0.253
H 7.162 2.415 1.094
H 4.878 3.293 0.718
H 3.410 2.248 -0.986
C -0.157 -6.389 3.037
N 0.504 -5.295 3.724
C 0.911 -5.566 5.086
P 1.033 -3.974 2.890
O 0.669 -4.048 1.474
O 0.467 -2.699 3.690
P -0.517 -1.444 3.378
O -0.661 -1.068 1.967
N 0.069 -0.210 4.286
C 0.865 0.839 3.642
C 0.412 -0.445 5.678
N -1.885 -1.946 4.185
C -2.205 -3.366 4.305
C -3.058 -1.101 3.905
N 2.640 -3.823 3.295
C 3.211 -2.479 3.126
C 3.461 -4.855 2.654
H -1.118 -6.616 3.511
H 0.461 -7.294 3.071
H -0.331 -6.117 2.000
H 0.039 -5.777 5.716
H 1.442 -4.713 5.501
H 1.577 -6.437 5.130
H 0.431 1.126 2.683
H 1.910 0.531 3.513
H 0.837 1.725 4.280
H -0.213 -1.235 6.093
H 0.243 0.472 6.248
H 1.465 -0.730 5.791
H -2.460 -3.843 3.353
H -3.061 -3.460 4.974
H -1.371 -3.905 4.746
H -2.910 -0.111 4.333
H -3.924 -1.547 4.393
H -3.263 -1.002 2.835
H 2.834 -1.813 3.900
H 2.997 -2.050 2.144
H 4.294 -2.551 3.232
H 3.009 -5.837 2.802
H 4.447 -4.860 3.120
H 3.570 -4.682 1.578
N 0.007 2.473 0.965
P -1.039 3.438 1.507
C -1.055 3.609 3.346
C -1.408 2.495 4.106
C -1.320 2.504 5.489
C -0.842 3.631 6.145
C -0.444 4.734 5.402
C -0.549 4.722 4.016
C -2.818 3.217 1.058
C -3.827 2.707 1.870
C -5.110 2.506 1.373
C -5.405 2.811 0.055
C -4.412 3.329 -0.766
C -3.138 3.531 -0.265
C -0.842 5.194 0.976
C -1.727 6.215 1.320
C -1.508 7.512 0.885
C -0.403 7.799 0.089
C 0.475 6.786 -0.268
C 0.255 5.487 0.178
H -1.699 1.590 3.588
H -1.607 1.625 6.057
H -0.768 3.645 7.225
H -0.045 5.608 5.902
H -0.230 5.589 3.453
H -3.633 2.468 2.907
H -5.877 2.099 2.022
H -6.402 2.640 -0.335
H -4.625 3.564 -1.802
H -2.369 3.934 -0.915
H -2.597 5.988 1.928
H -2.200 8.300 1.155
H -0.236 8.811 -0.261
H 1.326 7.005 -0.901
H 0.915 4.671 -0.093
C -2.231 -4.098 -0.811
N -3.190 -3.013 -0.576
C -3.545 -2.941 0.830
C -3.068 -1.830 -1.270
S -3.214 -0.330 -0.517
N -2.882 -1.956 -2.600
C -2.509 -0.803 -3.405
C -3.372 -3.092 -3.358
H -1.395 -4.012 -0.114
H -1.812 -4.055 -1.809
H -2.738 -5.058 -0.671
H -3.834 -3.944 1.155
H -4.373 -2.254 0.985
H -2.691 -2.592 1.420
H -1.703 -0.249 -2.935
H -3.355 -0.128 -3.555
H -2.149 -1.165 -4.367
H -3.912 -3.776 -2.710
H -2.555 -3.629 -3.848
H -4.053 -2.728 -4.132

Atomic partial charges in e from the Mulliken method, atoms 1 to 4: 1.9967, -0.6233, 0.2666, -0.8017

***

# 2
Formula: C48H67N3O4Ru
Source: OMol25
Level of theory: ωB97M-V with the def2-TZVPD basis set

- Spin multiplicity: 6
- Orbital gap (spin up / spin down): 6.3030 / 5.0398 eV
- Net charge: +1
- <S²>: 8.7932
- M: 851.2 Da

Cartesian coordinates (Å):
Ru 0.836 -0.320 -1.450
C 1.497 1.302 -4.288
N 0.605 0.264 -3.766
C 0.869 -1.010 -4.454
C -0.810 0.621 -3.921
C -1.227 1.747 -2.990
N -0.937 1.482 -1.569
C -0.264 2.654 -0.968
C 0.001 2.608 0.521
C 0.025 3.824 1.196
C 0.406 3.911 2.520
C 0.709 2.709 3.159
C 0.696 1.461 2.551
C 0.356 1.406 1.170
O 0.385 0.280 0.466
C 1.110 0.264 3.440
C 0.188 0.228 4.671
C 2.563 0.493 3.894
C 1.054 -1.133 2.813
C 0.543 5.235 3.276
C 2.001 5.402 3.735
C 0.184 6.433 2.397
C -0.379 5.241 4.504
C -2.144 1.184 -0.797
C -2.832 -0.159 -0.914
C -4.155 -0.148 -0.532
C -4.913 -1.313 -0.439
C -4.299 -2.516 -0.824
C -3.008 -2.612 -1.286
C -2.203 -1.400 -1.282
O -0.977 -1.422 -1.632
C -2.517 -4.025 -1.660
C -2.220 -4.774 -0.351
C -3.619 -4.766 -2.442
C -1.262 -4.077 -2.539
C -6.341 -1.332 0.082
C -6.371 -2.160 1.378
C -7.264 -1.975 -0.966
C -6.861 0.074 0.389
H 1.337 1.454 -5.363
H 2.529 1.003 -4.117
H 1.333 2.245 -3.771
H 0.549 -0.974 -5.502
H 0.338 -1.821 -3.953
H 1.939 -1.212 -4.426
H -1.400 -0.268 -3.709
H -1.018 0.926 -4.956
H -2.297 1.913 -3.138
H -0.721 2.666 -3.286
H -0.860 3.557 -1.163
H 0.687 2.775 -1.501
H -0.261 4.716 0.647
H 0.974 2.756 4.210
H 0.211 1.162 5.235
H 0.492 -0.579 5.344
H -0.845 0.044 4.362
H 2.665 1.401 4.491
H 3.220 0.583 3.022
H 2.906 -0.350 4.505
H 0.064 -1.369 2.427
H 1.296 -1.864 3.594
H 1.773 -1.243 2.004
H 2.675 5.396 2.873
H 2.306 4.601 4.411
H 2.127 6.353 4.259
H 0.818 6.480 1.508
H 0.330 7.358 2.959
H -0.862 6.396 2.082
H -0.146 4.423 5.188
H -1.423 5.141 4.199
H -0.269 6.181 5.052
H -2.897 1.953 -1.016
H -1.888 1.301 0.256
H -4.600 0.805 -0.269
H -4.882 -3.424 -0.758
H -3.105 -4.816 0.288
H -1.424 -4.273 0.207
H -1.904 -5.798 -0.566
H -4.475 -5.034 -1.821
H -3.213 -5.695 -2.846
H -3.976 -4.159 -3.277
H -0.411 -3.634 -2.038
H -1.423 -3.557 -3.488
H -1.034 -5.122 -2.760
H -6.074 -3.196 1.204
H -7.382 -2.163 1.791
H -5.697 -1.733 2.124
H -6.972 -3.001 -1.195
H -7.247 -1.402 -1.896
H -8.289 -1.993 -0.591
H -6.273 0.558 1.173
H -7.891 0.008 0.741
H -6.851 0.707 -0.502
C 4.547 -1.957 1.873
O 4.728 -1.731 0.477
C 4.004 -2.473 -0.381
C 2.999 -3.350 0.013
C 2.329 -4.125 -0.920
C 2.656 -4.040 -2.265
C 3.632 -3.146 -2.667
C 4.307 -2.360 -1.746
N 5.390 -1.574 -2.220
C 5.850 -0.419 -1.776
C 5.215 0.554 -1.001
C 6.082 1.437 -0.293
C 5.613 2.440 0.491
C 4.216 2.632 0.577
C 3.353 1.843 -0.127
C 3.788 0.776 -0.955
O 2.954 0.130 -1.689
H 5.230 -1.278 2.374
H 4.794 -2.987 2.138
H 3.527 -1.728 2.184
H 2.752 -3.454 1.060
H 1.562 -4.814 -0.586
H 2.192 -4.692 -2.991
H 3.923 -3.089 -3.711
H 5.939 -2.019 -2.940
H 6.881 -0.227 -2.062
H 7.152 1.260 -0.362
H 6.295 3.085 1.031
H 3.815 3.422 1.205
H 2.294 2.019 -0.069

Atomic partial charges in e from the Mulliken method, atoms 1 to 4: 2.0278, -1.0961, 0.6962, -0.9749

***

Question: Which formula does entry 2 have?
Answer: C48H67N3O4Ru